This record from the Open Molecules 2025 dataset describes a structure of composition C32H30F4FeGeN3O2Se. The level of theory is ωB97M-V with the def2-TZVPD basis set.

Output
Charge: -1
Expectation value of S²: 6.009
2S+1: 5
Energy relative to the best compared isomer or geometry (same formula, charge and spin): 11.1 kcal per mole
Largest force on an atom: 0.9 eV Å⁻¹

Structure (XYZ):
```
74
C32H30F4FeGeN3O2Se | the Open Molecules 2025 dataset | ωB97M-V with the def2-TZVPD basis set
Fe -0.169 1.531 1.808
C 1.437 3.878 0.071
N 1.687 2.565 0.661
C 2.000 1.594 -0.393
C 2.779 2.631 1.662
C 2.595 1.552 2.732
N 1.282 1.725 3.306
C 1.019 2.180 4.531
C -0.330 2.513 4.834
F -1.234 2.334 3.844
C -0.753 3.022 6.028
F -2.049 3.330 6.192
C 0.129 3.239 7.075
C 1.444 2.907 6.832
F 2.350 3.087 7.814
C 1.885 2.393 5.633
F 3.206 2.096 5.537
H 2.326 4.259 -0.453
H 1.157 4.584 0.851
H 0.609 3.815 -0.632
H 2.926 1.861 -0.924
H 1.175 1.562 -1.107
H 2.115 0.597 0.031
H 2.746 3.600 2.160
H 3.756 2.532 1.167
H 3.408 1.595 3.453
H 2.644 0.577 2.233
H -0.195 3.648 8.021
Se -3.164 5.117 0.149
C -2.068 3.823 0.642
N -1.331 2.973 0.949
O -0.866 -0.465 2.631
C -0.652 -1.034 1.540
O -0.194 -0.403 0.545
C -0.914 -2.518 1.391
C -1.668 -2.898 0.104
Ge -0.988 -2.066 -1.560
C -1.609 -3.296 -3.004
C -2.528 -4.326 -2.800
C -2.946 -5.144 -3.846
C -2.458 -4.935 -5.128
C -1.545 -3.911 -5.357
C -1.126 -3.110 -4.303
C 0.957 -2.230 -1.721
C 1.584 -3.404 -1.307
C 2.967 -3.527 -1.348
C 3.744 -2.477 -1.822
C 3.131 -1.306 -2.251
C 1.748 -1.183 -2.195
C -1.794 -0.358 -2.054
C -1.402 0.347 -3.191
C -2.008 1.553 -3.525
C -3.028 2.064 -2.734
C -3.434 1.367 -1.602
C -2.816 0.171 -1.264
H -1.447 -2.840 2.283
H 0.067 -3.002 1.380
H -2.726 -2.640 0.209
H -1.613 -3.978 -0.038
H -2.929 -4.499 -1.805
H -3.656 -5.942 -3.662
H -2.786 -5.566 -5.946
H -1.164 -3.739 -6.357
H -0.398 -2.325 -4.493
H 0.982 -4.234 -0.945
H 3.443 -4.438 -1.002
H 4.823 -2.564 -1.847
H 3.736 -0.484 -2.619
H 1.272 -0.256 -2.499
H -0.616 -0.043 -3.832
H -1.681 2.098 -4.403
H -3.492 3.009 -2.983
H -4.224 1.768 -0.979
H -3.131 -0.352 -0.365
```